# 1
63
Properties=species:S:1:pos:R:3:forces:R:3 method="wB97M-V/def2-TZVPD" charge=-2 multiplicity=6 s_squared=8.82 orbital_gap_ev="5.33 / 6.60" homo_ev="-0.8976 / -3.0224"
Ru 0.163 -0.172 -0.295 -1.134 1.681 -0.117
O -4.547 3.257 4.938 -0.026 0.034 0.581
N -4.410 3.240 3.693 0.309 -0.266 0.063
O -5.185 3.896 2.963 -0.408 0.325 -0.533
C -3.376 2.489 3.156 0.255 -0.166 0.540
C -2.500 1.868 4.058 -0.506 0.356 0.188
C -1.434 1.078 3.644 0.418 -0.279 -0.452
C -0.591 0.387 4.550 -0.054 0.053 -0.341
C 0.387 -0.429 4.053 -0.009 0.082 -0.063
C 0.579 -0.530 2.673 0.165 -0.194 0.342
N -0.158 0.148 1.804 0.141 -0.351 0.042
C -1.161 0.916 2.254 -0.087 0.117 0.684
C -2.034 1.564 1.314 -0.615 0.406 -0.187
N -1.748 1.395 0.024 0.028 -0.304 -0.099
C -2.554 1.848 -0.912 -0.007 0.035 -0.024
C -3.720 2.532 -0.596 0.090 -0.005 0.249
C -4.021 2.779 0.730 -0.064 0.017 -0.317
C -3.171 2.308 1.743 0.179 -0.073 -0.319
H -2.685 2.005 5.113 -0.016 -0.013 -0.035
H -0.748 0.498 5.613 -0.057 0.003 0.121
H 1.025 -1.000 4.708 0.089 -0.064 0.060
H 1.326 -1.201 2.278 0.006 0.106 -0.116
H -2.259 1.652 -1.936 0.003 -0.059 -0.039
H -4.377 2.869 -1.383 -0.048 0.044 -0.061
H -4.910 3.326 1.000 0.092 -0.039 0.058
O -3.963 -2.371 -1.240 0.994 -0.281 0.098
As -2.148 -2.142 -1.634 -3.323 -0.925 -0.823
O -2.266 -1.619 -3.159 0.596 0.140 -0.865
O -1.803 -1.104 -0.415 1.132 0.662 1.063
C -1.742 -4.034 -1.387 -0.081 0.467 0.011
C -2.703 -5.010 -1.602 -0.204 0.169 -0.054
C -2.358 -6.344 -1.460 -0.074 -0.066 -0.061
C -1.064 -6.704 -1.112 0.062 -0.005 0.047
C -0.112 -5.726 -0.879 0.201 -0.048 0.032
C -0.469 -4.399 -1.022 0.270 0.446 0.091
S 0.691 -3.064 -0.739 1.266 -2.261 0.238
O 1.998 -3.672 -0.838 -0.147 0.035 -0.084
O 0.386 -2.110 -1.816 -0.102 0.043 0.145
O 0.366 -2.532 0.579 -0.096 0.216 0.002
H -4.252 -1.455 -1.189 -0.167 0.052 0.042
H -3.706 -4.707 -1.875 0.014 -0.039 0.021
H -3.100 -7.112 -1.627 -0.077 -0.049 -0.037
H -0.800 -7.750 -1.030 0.027 -0.065 0.053
H 0.906 -5.964 -0.605 0.052 -0.051 -0.009
C 0.860 2.338 -4.450 -0.146 -0.117 0.109
C 0.644 2.060 -2.986 -0.306 -1.440 -0.065
S 0.133 0.450 -2.640 0.413 0.969 -0.495
C 0.855 3.031 -2.046 -0.040 0.429 1.819
C 1.304 4.426 -2.381 -0.078 -0.084 -0.160
S 0.666 2.764 -0.366 0.197 0.121 -0.767
H 0.601 1.446 -5.011 0.025 -0.018 -0.185
H 1.905 2.587 -4.638 0.060 0.056 -0.089
H 0.231 3.161 -4.788 0.008 0.094 -0.106
H 1.243 4.643 -3.442 0.029 0.115 -0.180
H 2.332 4.552 -2.047 0.140 0.090 -0.039
H 0.694 5.136 -1.829 -0.017 0.125 -0.009
F 2.668 -1.184 0.394 0.078 -0.118 0.235
C 2.241 0.024 -0.128 0.405 -0.615 -0.533
F 2.871 0.060 -1.362 -0.018 0.167 0.080
C 3.046 1.053 0.710 0.435 0.738 0.634
F 4.129 0.502 1.310 0.026 -0.285 -0.203
F 3.536 2.061 -0.023 -0.041 0.000 -0.235
F 2.355 1.603 1.719 -0.259 -0.111 0.054

=====

# 2
19
Properties=species:S:1:pos:R:3:forces:R:3 method="wB97M-V/def2-TZVPD" charge=0 orbital_gap_ev=9.53 homo_ev=-10.2438
C -0.791 0.172 -0.671 -0.956 1.522 -0.395
C -0.399 -1.128 -0.049 -1.442 -1.938 1.180
C 0.081 1.177 0.173 -1.721 -0.201 -0.001
C 1.148 -1.151 -0.005 -1.114 0.585 2.464
C -2.292 0.521 -0.716 0.510 -2.814 -0.623
O 2.332 0.768 1.343 -0.185 -0.283 -0.231
O -0.920 -1.138 1.238 -0.670 1.499 -1.856
O -0.285 1.968 0.977 0.417 -0.157 -0.521
F -0.225 0.188 -1.924 0.338 0.075 -0.724
F -0.961 -2.272 -0.717 1.152 1.697 0.355
F 2.842 2.272 -0.350 -0.701 0.348 0.227
F 1.597 -1.828 1.135 -0.481 0.872 -0.941
F 1.603 -1.778 -1.021 1.313 -1.060 -2.097
S 1.787 0.725 -0.170 1.728 -1.263 -0.232
H -2.754 0.180 -1.699 0.899 0.405 1.128
H -2.414 1.581 -0.624 -0.446 0.357 0.610
H -2.686 -0.201 0.054 -0.376 1.611 -0.404
H -0.369 -1.719 1.702 1.194 -1.526 1.705
H 2.707 1.664 1.323 0.540 0.272 0.358